The following is a DFT calculation (wB97M-V/def2-TZVPD) of C5H7N in the gas phase at a distorted geometry.

Each line ends with the natural charge from an NBO analysis.
Positions of all 13 atoms, in Å:
C -0.7374 -0.1918 -1.7789  -0.657
C 0.0356 -0.0378 -0.4997  0.126
C 0.6524 1.0755 0.0921  -0.308
C 0.8901 0.7682 1.3858  -0.308
C 0.4005 -0.4616 1.6880  -0.059
N -0.2943 -0.9369 0.6216  -0.534
H -1.0035 -1.2093 -1.9794  0.212
H -1.7670 0.2066 -1.5489  0.223
H -0.0908 0.2962 -2.6239  0.236
H 1.0445 1.8120 -0.5800  0.222
H 1.4815 1.4472 2.0982  0.222
H 0.2359 -0.9861 2.6705  0.209
H -0.8476 -1.7821 0.4546  0.415

The HOMO energy is -7.7686 eV. The calculation puts the calculated total energy at -6787.3604 eV. The LUMO energy is 0.989 eV. The value obtained for the orbital gap is 0.32185 Eh. For the energy above the lowest of the compared OMol25 structures with the same formula, charge and spin, the calculation gives 26.57 kcal per mole. Its structure (SMILES) is Cc1ccc[nH]1. The total charge is 0.

The following is a DFT calculation (wB97M-V/def2-TZVPD) of 2 unconnected molecules or ions with the total composition C5H7N at a distorted geometry.

Each line ends with the natural charge from an NBO analysis.
Positions of all 13 atoms, in Å:
C -0.1790 -1.1373 0.2399  -0.263
C 0.9263 -0.6547 -0.3433  -0.391
C 1.9980 -0.1331 0.4330  0.241
N 2.9153 0.1237 1.0921  -0.324
H -0.8795 -1.7462 -0.3126  0.218
H -0.2916 -1.1674 1.3172  0.218
H 1.0800 -0.7604 -1.4044  0.236
C -1.4147 0.4924 0.0313  -0.445
C -0.4244 1.2877 -0.3626  -0.306
H -2.0633 0.0008 -0.6780  0.207
H -1.6998 0.4354 1.0686  0.213
H 0.2434 1.7927 0.3281  0.204
H -0.2108 1.4663 -1.4091  0.194

The HOMO energy (alpha / beta) is -7.8646 / -7.8392 eV. The calculation puts the calculated total energy at -6783.7657 eV. The LUMO energy (alpha / beta) is -0.386 / -0.672 eV. The value obtained for the orbital gap (alpha / beta) is 0.27483 / 0.26339 Eh. For the energy above the lowest of the compared OMol25 structures with the same formula, charge and spin, the calculation gives 109.47 kcal per mole. Its structure (SMILES) is C=CC#N.C=C. The total charge is 0.

The following is a DFT calculation (wB97M-V/def2-TZVPD) of a molecular structure, C5H7N.

Each line ends with the natural charge from an NBO analysis.
Positions of all 13 atoms, in Å:
C 1.4746 0.1287 0.0158  -0.403
C 0.5071 0.9480 0.8677  -0.274
C 0.2984 0.7911 -0.6165  -0.051
N -0.8821 -0.0792 -0.2832  -0.259
C -1.2832 -1.2458 -0.8049  -0.409
C -0.7844 0.2241 1.0137  -0.060
H 1.4586 -0.9570 0.0533  0.226
H 2.4515 0.5567 -0.1950  0.222
H 0.8410 1.8076 1.4330  0.223
H 0.3038 1.5446 -1.3945  0.231
H -1.3261 -2.0724 -0.1092  0.177
H -1.7611 -1.3091 -1.7663  0.186
H -1.2979 -0.3373 1.7861  0.191

The HOMO energy (alpha / beta) is -6.7992 / -6.6359 eV. The calculation puts the calculated total energy at -6783.6169 eV. The LUMO energy (alpha / beta) is 0.891 / 0.813 eV. The value obtained for the orbital gap (alpha / beta) is 0.28261 / 0.27373 Eh. For the energy above the lowest of the compared OMol25 structures with the same formula, charge and spin, the calculation gives 112.90 kcal per mole. The total charge is 0.

The following is a DFT calculation (wB97M-V/def2-TZVPD) of C5H7N in the gas phase.

Each line ends with the natural charge from an NBO analysis.
Positions of all 13 atoms, in Å:
C -1.1053 0.0990 -1.4759  -0.632
C -0.3806 -0.4215 -0.2808  0.106
C 0.9365 -0.8156 -0.2354  -0.288
C 1.5038 -0.2724 0.9473  -0.308
C 0.4982 0.3774 1.6231  -0.072
N -0.6482 0.2311 0.8967  -0.508
H -2.1953 0.1067 -1.3920  0.208
H -0.7632 1.1413 -1.5305  0.213
H -0.7925 -0.3837 -2.4005  0.225
H 1.4537 -1.3517 -1.0225  0.218
H 2.5510 -0.2823 1.2126  0.221
H 0.4937 0.9586 2.5328  0.210
H -1.5517 0.6133 1.1250  0.407

The HOMO energy is -7.8936 eV. The calculation puts the calculated total energy at -6787.9706 eV. The LUMO energy is 1.053 eV. The value obtained for the orbital gap is 0.32879 Eh. For the energy above the lowest of the compared OMol25 structures with the same formula, charge and spin, the calculation gives 12.50 kcal per mole. Its structure (SMILES) is Cc1ccc[nH]1. The total charge is 0.

The following is a DFT calculation (wB97M-V/def2-TZVPD) of a molecular structure, C5H7N.

Each line ends with the natural charge from an NBO analysis.
Positions of all 13 atoms, in Å:
C -0.9099 1.5261 -0.3646  -0.427
C -0.6139 0.7375 -1.3201  0.011
C -0.1871 -0.5437 -1.5261  -0.331
N 0.1539 -1.1885 0.2667  -0.329
C -0.2109 -0.4096 1.2726  -0.126
C 1.2124 -0.4124 0.9607  -0.286
H -1.2838 2.5285 -0.2334  0.244
H -0.9220 -1.2747 -1.8605  0.233
H 0.8158 -0.7031 -1.9159  0.229
H -0.9027 -0.6079 2.0830  0.229
H -0.7041 0.8761 0.6781  0.179
H 1.9499 -0.9968 1.5110  0.189
H 1.6026 0.4686 0.4485  0.186

The HOMO energy is -8.9117 eV. The calculation puts the calculated total energy at -6782.7937 eV. The LUMO energy is 0.912 eV. The value obtained for the orbital gap is 0.36100 Eh. For the energy above the lowest of the compared OMol25 structures with the same formula, charge and spin, the calculation gives 131.88 kcal per mole. The total charge is 0.

The following is a DFT calculation (wB97M-V/def2-TZVPD) of C5H7N in the gas phase.

Each line ends with the natural charge from an NBO analysis.
Positions of all 13 atoms, in Å:
C 0.6327 -1.6554 0.0322  0.000
C -0.6394 0.2935 -1.2920  -0.462
C -0.6236 1.1282 -0.0331  -0.295
C -0.4839 0.1552 1.1650  -0.199
N 0.6784 -0.4313 0.4812  -0.328
C 0.6684 0.6096 -0.5655  -0.142
H 1.2629 -1.9134 -0.8120  0.205
H 0.1955 -2.4443 0.6399  0.191
H -0.8152 0.9372 -2.1649  0.176
H -0.9207 2.1637 0.1075  0.227
H -0.1972 0.6136 2.1140  0.206
H -1.3062 -0.5617 1.2848  0.195
H 1.5722 1.0635 -0.9536  0.226

The HOMO energy (alpha / beta) is -7.3602 / -6.5247 eV. The calculation puts the calculated total energy at -6782.4354 eV. The LUMO energy (alpha / beta) is 0.286 / -0.301 eV. The value obtained for the orbital gap (alpha / beta) is 0.28101 / 0.22873 Eh. For the energy above the lowest of the compared OMol25 structures with the same formula, charge and spin, the calculation gives 140.14 kcal per mole. The total charge is 0.